(1)
# C18H18F3N2O2PtSSi

A structure of composition C18H18F3N2O2PtSSi at a distorted geometry (wB97M-V/def2-TZVPD, OMol25).

Last column: Löwdin spin population.
Element x y z (Å)
Pt: -1.662 -1.339 18.111  0.9910
O: 0.315 -1.302 18.836  0.0577
N: 0.987 -0.108 18.719  0.0110
C: 1.726 0.346 19.726  0.0162
C: 2.458 1.487 19.547  0.0054
C: 2.466 2.121 18.327  0.0191
C: 1.685 1.610 17.291  0.0093
C: 0.948 0.398 17.450  0.0450
S: 0.112 -0.415 16.191  0.2443
H: 1.654 -0.234 20.669  0.0012
H: 2.931 1.937 20.430  0.0001
H: 3.000 3.074 18.110  0.0014
H: 1.648 2.063 16.311  0.0027
C: 0.073 -4.313 15.325  0.0006
Si: -0.276 -4.591 17.142  0.0103
C: -1.290 -6.186 17.105  0.0020
C: 1.089 -4.906 18.481  0.0024
O: -1.144 -3.374 17.779  0.0781
H: 0.664 -5.146 14.881  0.0000
H: 0.704 -3.398 15.243  0.0001
H: -0.864 -4.135 14.820  0.0010
H: -0.908 -6.940 16.380  0.0006
H: -2.334 -5.909 16.742  0.0002
H: -1.430 -6.582 18.122  0.0000
H: 2.024 -5.343 18.105  0.0004
H: 0.738 -5.562 19.303  0.0000
H: 1.228 -3.852 18.928  0.0003
N: -4.455 -1.773 16.934  0.1638
C: -3.286 -1.791 17.122  0.2886
H: -5.374 -1.848 16.488  0.0076
F: -5.749 2.892 24.230  0.0252
C: -5.032 3.961 23.737  0.0486
F: -4.287 4.362 24.779  0.0055
F: -5.996 4.914 23.513  0.0124
C: -4.275 3.604 22.498  0.1886
C: -5.008 3.288 21.324  0.1190
C: -4.344 2.567 20.347  0.0332
C: -3.013 2.177 20.484  0.1753
C: -2.274 2.703 21.565  0.0794
C: -2.914 3.342 22.567  0.0694
C: -2.418 1.322 19.556  0.0565
C: -2.046 0.435 18.801  0.1949
H: -6.031 3.590 21.185  0.0133
H: -4.866 2.277 19.393  0.0033
H: -1.230 2.533 21.571  0.0086
H: -2.330 3.716 23.422  0.0063

The highest occupied orbital energy (alpha / beta) is 0.072 / -0.043 Ha. As for the expectation value of S²: 3.78. The charge is -2. As for the orbital gap (alpha / beta): 2.73 / 5.46 eV. The multiplicity is 4. The energy above the lowest of the compared OMol25 structures with the same formula, charge and spin comes out at 19.88 kcal/mol.

---

(2)
# C38H34BiClN2O3P2

A structure of composition C38H34BiClN2O3P2 (wB97M-V/def2-TZVPD, OMol25).

Last column: Mulliken charge in e.
Element x y z (Å)
Bi: -0.974 -0.242 -1.548  1.7918
O: -1.517 -1.600 0.299  -0.6823
P: -1.282 -1.332 1.776  0.6900
C: 0.538 -1.401 2.015  -1.3181
P: 1.357 -0.079 1.046  0.7814
O: 0.466 0.473 -0.077  0.0331
C: 1.760 1.300 2.116  0.6619
C: 1.376 2.590 1.767  -0.3162
C: 1.731 3.646 2.591  -0.7318
C: 2.460 3.416 3.749  -0.6146
C: 2.859 2.128 4.084  -0.7668
C: 2.517 1.066 3.264  -0.7185
C: 2.894 -0.754 0.426  0.8769
C: 3.637 -1.639 1.208  -0.5386
C: 4.927 -1.969 0.827  -0.7802
C: 5.474 -1.423 -0.327  -0.5572
C: 4.726 -0.559 -1.115  -0.7228
C: 3.441 -0.210 -0.735  -0.6511
C: -1.804 0.304 2.300  0.7999
C: -1.299 0.865 3.473  -0.1423
C: -1.724 2.122 3.869  -0.8272
C: -2.648 2.817 3.101  -0.5174
C: -3.165 2.252 1.942  -0.9087
C: -2.753 0.990 1.545  -0.8031
C: -2.084 -2.585 2.765  0.6330
C: -1.756 -3.925 2.554  -0.5714
C: -2.447 -4.911 3.235  -0.7696
C: -3.467 -4.564 4.113  -0.5096
C: -3.795 -3.232 4.318  -0.7868
C: -3.104 -2.235 3.647  -0.3734
H: 0.872 -2.368 1.633  0.8607
H: 0.824 -1.318 3.064  0.8167
H: 0.807 2.749 0.861  0.4423
H: 1.438 4.655 2.329  0.4599
H: 2.728 4.245 4.390  0.4440
H: 3.441 1.955 4.979  0.4587
H: 2.851 0.065 3.510  0.3437
H: 3.217 -2.077 2.105  0.3848
H: 5.512 -2.646 1.436  0.4432
H: 6.488 -1.670 -0.609  0.4242
H: 5.157 -0.144 -2.016  0.4465
H: 2.856 0.489 -1.323  0.4186
H: -0.594 0.315 4.085  0.4371
H: -1.342 2.556 4.784  0.4631
H: -2.983 3.796 3.417  0.4507
H: -3.907 2.789 1.364  0.5011
H: -3.180 0.521 0.666  0.6566
H: -0.973 -4.193 1.853  0.3043
H: -2.199 -5.952 3.078  0.4247
H: -4.017 -5.338 4.632  0.4058
H: -4.594 -2.967 4.997  0.4294
H: -3.355 -1.194 3.806  0.4123
N: -1.206 6.179 -3.633  -0.3432
C: -1.512 4.977 -3.110  0.4159
O: -2.515 4.751 -2.465  -0.6039
C: -0.538 3.848 -3.367  0.0128
C: 0.417 3.796 -4.376  -0.3638
C: 1.169 2.639 -4.530  -1.1209
C: 0.930 1.560 -3.702  -0.1676
N: -0.004 1.602 -2.742  0.0095
C: -0.706 2.726 -2.576  -0.0258
H: -1.859 6.933 -3.491  0.2549
H: -0.336 6.396 -4.082  0.1705
H: 0.567 4.626 -5.054  0.3666
H: 1.921 2.560 -5.303  0.4675
H: 1.469 0.633 -3.820  0.4025
H: -1.456 2.750 -1.792  0.5853
Cl: 1.616 -1.952 -5.147  -0.2100
C: 0.038 -2.561 -4.740  0.6726
C: -0.719 -3.108 -5.765  -0.6377
C: -1.949 -3.680 -5.487  -0.4216
C: -2.408 -3.728 -4.180  -0.9707
C: -1.642 -3.185 -3.163  -0.1774
C: -0.409 -2.573 -3.416  -0.0097
C: 0.316 -1.936 -2.268  -1.4020
H: -0.336 -3.098 -6.776  0.4511
H: -2.541 -4.092 -6.292  0.4054
H: -3.360 -4.186 -3.952  0.4212
H: -1.995 -3.231 -2.137  0.4443
H: 1.330 -1.618 -2.495  0.8266
H: 0.326 -2.607 -1.408  0.4589

The highest occupied orbital energy is -0.494 Ha. The charge is +2. As for the orbital gap: 8.05 eV.

---

(3)
# C3H3FO3Tl

A structure of composition C3H3FO3Tl at a distorted geometry (wB97M-V/def2-TZVPD, OMol25).

Last column: Löwdin spin population.
Element x y z (Å)
C: -0.951 -0.821 0.761  0.6349
C: -1.100 -0.364 -0.644  0.0769
O: 0.188 -0.093 -1.220  0.0226
C: 0.966 0.764 -0.514  0.0082
O: 2.158 0.889 -0.893  0.0080
O: 0.641 0.909 0.736  0.0600
Tl: 3.022 1.698 1.126  0.0103
F: -0.169 -1.911 0.938  0.1276
H: -1.513 -0.483 1.631  0.0285
H: -1.695 0.558 -0.651  0.0013
H: -1.547 -1.146 -1.270  0.0217

The highest occupied orbital energy (alpha / beta) is -0.261 / -0.372 Ha. As for the expectation value of S²: 0.75. As for the orbital gap (alpha / beta): 6.78 / 9.79 eV. The multiplicity is 2. The energy above the lowest of the compared OMol25 structures with the same formula, charge and spin comes out at 0.00 kcal/mol.

---

(4)
# C5H7N2

A cluster of 2 separate species, C5H7N2 in total at a distorted geometry (wB97M-V/def2-TZVPD, OMol25).

Last column: Mulliken charge in e.
Element x y z (Å)
C: 2.394 -1.338 0.770  -0.4068
C: 1.622 -0.492 0.154  0.1244
C: 1.119 1.896 -0.451  -0.0965
C: 0.178 -0.432 -0.260  0.5668
C: -0.854 -0.998 -1.022  -0.9053
N: 0.917 0.651 -0.218  0.0797
N: -1.271 0.112 1.782  -0.4724
H: 0.245 2.556 -0.585  0.2777
H: 2.087 2.292 -0.364  0.2955
H: -1.719 -0.234 -0.947  0.3753
H: -1.208 -2.073 -0.706  0.3103
H: -0.416 -1.212 -2.111  0.3393
H: -0.938 -0.304 2.568  0.2455
H: -2.155 -0.425 1.391  0.2664

The highest occupied orbital energy (alpha / beta) is -0.498 / -0.562 Ha. The charge is +1. As for the orbital gap (alpha / beta): 7.60 / 8.59 eV. The energy above the lowest of the compared OMol25 structures with the same formula, charge and spin comes out at 284.07 kcal/mol.

---

(5)
# C28H80N4O10

A cluster of 10 separate species, C28H80N4O10 in total at a distorted geometry (wB97M-V/def2-TZVPD, OMol25).

Last column: Mulliken charge in e.
Element x y z (Å)
C: 7.487 5.676 2.409  -0.8898
C: 6.585 5.098 1.285  -0.3476
O: 5.455 4.552 1.944  -0.4923
H: 7.791 4.915 3.129  0.3225
H: 6.981 6.529 2.861  0.2297
H: 8.422 6.052 1.995  0.3141
H: 7.049 4.348 0.645  0.2557
H: 6.483 5.881 0.534  0.3109
H: 5.791 3.798 2.435  0.2952
C: 4.664 1.280 6.426  -1.0293
C: 5.458 0.027 6.011  -0.1876
O: 5.649 0.201 4.644  -0.5032
H: 4.405 1.073 7.464  0.3414
H: 3.786 1.501 5.821  0.2861
H: 5.334 2.140 6.404  0.2667
H: 4.864 -0.846 6.280  0.2601
H: 6.463 -0.053 6.424  0.2828
H: 6.233 -0.482 4.307  0.2839
C: 6.658 -3.340 -1.012  -0.9549
C: 7.225 -4.226 0.125  -0.2377
O: 8.178 -3.363 0.715  -0.4979
H: 6.114 -2.479 -0.623  0.2513
H: 6.043 -3.849 -1.755  0.3372
H: 7.448 -2.871 -1.599  0.2800
H: 7.566 -5.170 -0.300  0.2863
H: 6.575 -4.586 0.922  0.2383
H: 9.007 -3.846 0.690  0.2973
C: -5.796 3.448 3.707  -0.8883
C: -7.288 3.427 3.460  -0.2181
O: -7.617 3.198 2.068  -0.5314
H: -5.402 2.444 3.864  0.2562
H: -5.646 4.028 4.617  0.2832
H: -5.300 3.792 2.800  0.2689
H: -7.846 4.262 3.882  0.3262
H: -7.615 2.504 3.940  0.2120
H: -8.572 3.133 1.999  0.2915
C: 1.145 9.148 3.196  -0.9076
C: 0.286 8.046 2.658  -0.2543
O: 0.929 7.679 1.435  -0.5102
H: 1.211 10.014 2.538  0.2666
H: 2.139 8.856 3.535  0.2825
H: 0.714 9.462 4.147  0.3261
H: -0.682 8.460 2.377  0.2228
H: 0.217 7.191 3.331  0.2809
H: 1.504 6.941 1.651  0.2936
C: -0.594 -3.259 -10.986  -0.9633
C: -1.056 -4.242 -12.076  -0.2136
O: -0.496 -3.908 -13.357  -0.5238
H: -0.845 -3.684 -10.014  0.3153
H: -1.210 -2.368 -11.111  0.2597
H: 0.480 -3.076 -11.019  0.2936
H: -2.139 -4.277 -12.197  0.2924
H: -0.707 -5.232 -11.781  0.2388
H: -1.005 -4.375 -14.024  0.3008
C: -9.274 -9.491 -3.428  -1.1565
C: -8.263 -8.354 -3.283  0.7064
C: -7.030 -8.711 -2.434  -0.8745
O: -7.441 -9.327 -1.216  -0.3119
C: -6.386 -9.402 -0.287  -0.7483
N: -7.716 -7.831 -4.518  -0.7450
H: -8.731 -10.369 -3.078  0.2862
H: -9.685 -9.529 -4.437  0.3614
H: -10.141 -9.280 -2.801  0.2757
H: -8.803 -7.527 -2.822  0.1680
H: -6.463 -7.820 -2.163  0.4421
H: -6.426 -9.506 -2.870  0.2904
H: -6.398 -8.395 0.130  0.3049
H: -5.421 -9.701 -0.696  0.3050
H: -6.737 -10.121 0.453  0.2368
H: -7.174 -6.996 -4.348  0.2222
H: -8.409 -7.534 -5.190  0.2372
C: -1.044 -2.194 -0.445  -1.2090
C: 0.225 -1.346 -0.387  0.3075
C: 0.098 0.082 -1.175  -0.5590
O: -0.140 -0.109 -2.578  -0.3582
C: 0.656 -0.963 -3.371  -0.6647
N: 0.511 -1.393 1.074  -0.6726
H: -1.185 -2.316 -1.518  0.2798
H: -1.935 -1.749 -0.002  0.3553
H: -1.072 -3.162 0.056  0.3863
H: 1.035 -1.917 -0.840  0.2444
H: 1.087 0.529 -1.076  0.3175
H: -0.556 0.799 -0.679  0.3046
H: 1.731 -0.879 -3.210  0.3110
H: 0.462 -0.806 -4.432  0.2376
H: 0.518 -1.981 -3.009  0.2558
H: -0.258 -1.037 1.624  0.2446
H: 1.326 -0.860 1.339  0.2193
C: 5.856 7.874 -6.389  -1.3375
C: 4.730 7.278 -7.320  0.2792
C: 3.223 7.418 -6.849  -0.5471
O: 2.364 7.029 -7.944  -0.3206
C: 1.154 6.416 -7.553  -0.7368
N: 4.974 7.902 -8.599  -0.6696
H: 6.860 7.620 -6.730  0.3615
H: 5.868 7.402 -5.406  0.3666
H: 5.726 8.950 -6.272  0.3818
H: 4.983 6.241 -7.538  0.1995
H: 3.071 8.453 -6.541  0.2760
H: 3.189 6.743 -5.993  0.3369
H: 0.650 6.085 -8.461  0.2530
H: 0.551 7.143 -7.009  0.3051
H: 1.259 5.517 -6.946  0.2980
H: 5.292 8.808 -8.285  0.2827
H: 4.116 8.181 -9.055  0.2713
C: -1.323 -3.452 10.776  -1.4750
C: -2.187 -2.224 10.481  0.6826
C: -3.522 -2.473 9.845  -0.7239
O: -3.168 -2.692 8.458  -0.2895
C: -4.186 -3.135 7.656  -0.7140
N: -2.341 -1.604 11.783  -0.7604
H: -1.924 -4.231 11.245  0.3513
H: -0.427 -3.309 11.380  0.3784
H: -1.178 -3.943 9.814  0.3456
H: -1.613 -1.524 9.874  0.2162
H: -4.160 -1.589 9.852  0.3269
H: -4.066 -3.320 10.263  0.3488
H: -4.721 -4.002 8.044  0.3014
H: -3.701 -3.415 6.721  0.2344
H: -4.898 -2.316 7.557  0.2716
H: -2.495 -0.609 11.701  0.2583
H: -1.438 -1.602 12.235  0.2473

The highest occupied orbital energy is -0.329 Ha. As for the orbital gap: 9.32 eV. The energy above the lowest of the compared OMol25 structures with the same formula, charge and spin comes out at 117.42 kcal/mol. The SMILES is COC[C@H](C)N.COC[C@H](C)N.COC[C@H](C)N.COC[C@H](C)N.CCO.CCO.CCO.CCO.CCO.CCO.

---

(6)
# C4H10O4

A cluster of 3 separate species, C4H10O4 in total at a distorted geometry (wB97M-V/def2-TZVPD, OMol25).

Last column: Mulliken charge in e.
Element x y z (Å)
O: 0.561 -0.295 3.981  -0.7058
H: 0.810 0.045 4.860  0.3160
H: -0.066 -1.030 4.235  0.5098
C: -1.213 -1.359 5.123  0.2936
C: -2.071 -0.816 2.985  -0.0181
C: -1.476 -1.322 1.759  -0.9009
O: -3.209 -1.342 3.410  -0.5278
O: -1.733 -2.464 5.235  -0.6873
O: -1.384 -0.334 5.882  -0.2905
C: -2.532 -0.223 6.790  -0.6831
H: -1.816 0.177 3.337  0.5751
H: -0.693 -0.624 1.444  0.3024
H: -1.020 -2.312 1.947  0.2169
H: -2.204 -1.434 0.934  0.3498
H: -2.970 -2.073 4.056  0.3836
H: -3.179 0.519 6.361  0.2534
H: -3.000 -1.184 6.854  0.3493
H: -2.118 0.092 7.729  0.2636

The highest occupied orbital energy (alpha / beta) is -0.288 / -0.316 Ha. As for the orbital gap (alpha / beta): 6.96 / 8.35 eV. The energy above the lowest of the compared OMol25 structures with the same formula, charge and spin comes out at 116.03 kcal/mol.

---

| no. | electronic energy (eV) |
| --- | --- |
| 1 | -56140.8074 |
| 2 | -86011.2438 |
| 3 | -16711.2916 |
| 4 | -8260.4588 |
| 5 | -56760.5117 |
| 6 | -12495.5743 |